60
Properties=species:S:1:pos:R:3:mulliken_charge:R:1 method="wB97M-V/def2-TZVPD" energy_ev=-59203.1469 de_lowest_kcal_mol=0.0 max_force_ev_per_a=2.6 total_charge=-1
H 3.58814 0.36605 4.67789 0.1444
Sr 0.01473 -0.69496 0.83951 1.4148
H -0.67764 -5.35438 2.89956 0.2964
N -2.52607 3.36837 2.08190 0.1564
N 3.47911 0.32394 3.67711 -0.4159
C -1.79824 2.25755 2.09096 0.5289
O -0.73366 2.05687 2.66071 -0.6758
O 0.41511 -0.58545 -1.51960 -0.3034
H 3.28993 0.45516 -1.93790 0.0579
C -1.03991 -1.40023 -6.02791 -0.4280
H -0.51290 -3.56824 -0.42314 0.3459
H -4.08756 4.28414 1.03020 0.2991
C -0.55127 -5.15996 1.82179 -0.7681
H -0.96697 -3.46071 -6.71109 0.3503
H 3.83459 1.92103 -2.81390 0.4737
C 0.03638 -2.36716 -3.64985 -0.3971
C -0.77420 -2.77356 -5.88520 -0.3508
H -2.03433 -4.49780 -0.41824 0.3410
C -0.21867 -0.98456 -3.77310 0.5891
H 3.01164 4.30176 0.61327 0.3036
H 0.46505 -2.72297 -2.71764 0.3843
N 1.44125 1.15360 4.11416 -0.2901
C -1.50310 -3.66273 0.05193 -0.9921
C -3.85394 3.32236 1.49251 -0.8505
O -1.79592 -1.81231 2.11975 -0.8158
C -0.20828 -3.24549 -4.69666 -0.5834
C 2.95439 1.33004 -2.52281 -0.6499
H 1.19362 2.72984 0.13249 0.2009
H -2.09168 -2.74099 -0.04978 0.4004
C -1.43022 -2.97539 2.39352 0.1034
H -1.21440 4.41573 3.35533 0.2588
Cl 1.69240 -2.94216 1.03284 -0.6820
C -0.78150 -0.50570 -4.97710 -0.4473
Cl -2.06083 0.91446 -0.39776 -0.7366
H 3.70692 2.73702 1.00726 0.1725
H 4.12882 3.49651 -0.56150 0.3495
H -3.84191 2.54220 0.72583 0.2496
H -4.60088 3.07369 2.25871 0.3007
C -2.24141 4.46797 2.99470 -0.9610
H 0.51446 1.48515 3.84451 0.3964
C 3.31940 3.34030 0.17001 -1.2799
H 2.44119 0.93784 -3.40844 0.1975
C 2.25842 0.63697 3.16588 0.3160
O 1.93156 0.41994 1.97112 -0.4323
H 0.51925 -4.97139 1.60052 0.2913
C 0.20658 -0.10316 -2.64800 -0.8606
H -2.91831 4.42804 3.85419 0.3093
N -1.31497 -3.95669 1.47949 0.2624
H -0.98483 0.56670 -5.08312 0.4061
H -2.39879 5.41198 2.46956 0.3286
H -1.40941 -1.02622 -6.99093 0.3395
C 2.02155 2.13286 -1.72344 -0.3082
H -2.22673 1.45558 1.42090 -0.1367
H 1.83854 1.32716 5.01750 0.1346
H -1.15241 -3.27174 3.42521 0.2922
C 2.08895 2.67513 -0.52138 -0.2445
H -0.90275 -6.00819 1.21939 0.2364
H 0.28306 0.99094 -2.77811 0.7271
H 4.10234 -0.24562 3.12666 0.2822
H 0.07632 -4.28907 -4.60030 0.3689